Computed, not measured: C4H2 in the gas phase, with the ωB97M-V functional and the def2-TZVPD basis.

Each line ends with the Mulliken charge.
CARTESIAN COORDINATES (ANGSTROEM)
C -1.32744 0.38402 1.29943  -0.259
C 0.47681 -0.13615 -0.48588  -0.122
C -0.49501 0.13874 0.46767  -0.155
C 1.32980 -0.38983 -1.29938  -0.246
H 2.10437 -0.59936 -2.00936  0.392
H -2.08853 0.60260 2.02752  0.390

HOMO energy: -0.3623 hartree
SMILES: C#CC#C
Net charge: 0
Gap between HOMO and LUMO: 11.01 eV
Relative energy (zero: lowest compared OMol25 entry of this formula, charge and spin): 0.00 kcal/mol

***

Computed, not measured: a molecular structure, C4H20B2Cl4CoCrN4O24, with the ωB97M-V functional and the def2-TZVPD basis.

Each line ends with the Mulliken charge.
CARTESIAN COORDINATES (ANGSTROEM)
H 24.05279 17.30869 7.12226  0.295
O 22.85301 20.07986 0.08608  -0.656
O 29.68508 19.68731 6.77862  -0.653
B 25.69081 22.14211 4.57193  1.674
O 28.63950 22.67824 3.12041  -0.697
O 25.09603 20.28269 7.09289  -0.147
Cl 23.60839 21.20078 0.46216  1.768
O 26.15812 23.71034 1.71739  -0.394
C 24.73720 18.03818 6.68921  -0.731
H 24.00706 24.28035 8.03650  -0.387
B 23.69344 23.55098 7.30581  1.567
C 28.96378 25.20652 8.01111  -0.754
N 24.43439 19.32784 7.33678  0.782
H 24.60402 18.14670 5.61282  0.267
H 25.80397 17.94768 6.89393  0.304
H 22.63217 23.63018 7.12779  -0.251
O 26.66740 25.89314 7.79347  -0.508
H 26.41840 22.75242 5.08417  -0.137
O 27.42267 19.73153 2.70211  -0.678
H 24.89051 21.79898 5.20913  0.015
O 29.60175 23.31916 5.05342  -0.645
O 29.03652 18.29019 3.70706  -0.644
H 25.28145 22.68537 3.73436  -0.283
H 24.12672 25.09627 1.07323  0.354
H 29.32722 26.23412 8.01946  0.280
C 25.57320 27.51246 3.99440  -0.792
O 27.81317 21.08199 6.85058  -0.728
O 23.58084 19.35988 8.16936  -0.575
O 27.82707 19.26458 8.18066  -0.723
H 24.62817 28.02213 3.80664  0.337
O 25.92684 25.31752 4.74867  -0.361
O 24.54686 21.56622 -0.59145  -0.740
N 27.51881 25.04066 7.54856  0.548
O 27.13067 23.95740 7.19691  -0.057
O 29.39494 21.02626 8.61029  -0.737
H 25.07554 25.14192 -0.46325  0.311
O 30.77628 23.20461 3.03599  -0.755
O 24.51512 20.88108 1.53305  -0.629
Cl 29.82334 22.59898 3.85147  1.699
Cl 27.82050 18.39943 2.94275  1.764
O 22.79556 22.29374 0.80461  -0.655
O 30.22138 21.26562 4.09635  -0.609
O 27.12872 25.59431 1.46935  -0.450
H 26.22945 21.27705 4.21726  0.030
O 24.49335 26.51582 5.81017  -0.479
H 24.00256 22.53941 7.51892  -0.204
C 25.00851 25.48980 0.56757  -0.880
Cl 28.68281 20.27135 7.62977  1.787
O 26.78124 17.74486 3.70084  -0.708
O 28.00746 17.74326 1.66726  -0.748
Cr 25.69889 22.38805 6.76264  -0.475
Co 26.51539 21.87426 2.44800  0.685
H 25.95007 27.23110 3.01109  0.180
H 24.18929 23.84921 6.39507  -0.435
H 26.23075 28.23147 4.48302  0.290
N 26.17350 24.86104 1.25681  0.712
H 29.62150 24.57386 7.41509  0.281
H 25.17546 26.56566 0.62006  0.351
N 25.31667 26.36906 4.91295  0.723
H 29.01211 24.79077 9.01754  0.298

HOMO energy (alpha / beta): -0.1538 / -0.1537 hartree
Net charge: -2
Gap between HOMO and LUMO (alpha / beta): 6.70 / 6.51 eV
Relative energy (zero: lowest compared OMol25 entry of this formula, charge and spin): 88.17 kcal/mol
2S+1: 8

***

Computed, not measured: 6 unconnected molecules or ions with the total composition C4H20N2O5, with the ωB97M-V functional and the def2-TZVPD basis.

Each line ends with the Mulliken charge.
CARTESIAN COORDINATES (ANGSTROEM)
C -0.15382 -0.14033 -1.30381  0.374
H 1.26073 2.34905 -3.05280  0.241
H 0.58515 -1.51016 0.90397  0.316
O -0.58985 0.07805 3.41402  -0.694
H -0.89009 -0.32816 4.20394  0.284
C -2.14022 0.83586 -0.00834  -0.794
H -0.42844 1.78718 -3.30077  0.265
H -1.34672 0.04572 2.76232  0.379
H 3.55920 -1.51611 -0.12124  0.390
O 1.50234 0.07518 1.83256  -0.610
H -0.35230 -2.60473 1.57180  0.297
C -1.60866 0.28558 -1.37860  -0.395
H -1.53430 1.70505 0.44006  0.171
H -0.00646 -1.16883 -1.61370  0.551
H 2.60208 0.46536 -0.21904  0.184
H 2.06168 -1.46269 -0.48239  0.235
H 2.94364 0.81856 -1.73572  0.438
H -1.55782 -0.91889 1.05278  0.299
H 0.89708 0.06447 2.52862  0.384
N 0.85262 0.80983 -1.86583  -0.210
C 0.46996 1.67679 -2.72445  -0.431
H -0.00553 -0.14969 -0.15483  -0.694
O 2.79498 -2.07146 -0.35827  -0.654
O -0.30210 -2.04033 0.80898  -0.677
H -2.05369 1.12713 -2.13547  0.343
H 1.16867 0.96815 1.51723  0.304
N -2.33060 -0.17973 1.00127  -0.515
H -3.13221 1.25865 -0.06937  0.482
H -2.19156 -0.70763 -1.60419  0.164
H -3.19746 -0.61462 0.81216  0.243
O 3.12367 1.06275 -0.72089  -0.669

HOMO energy: -0.3445 hartree
SMILES: C=NCCCN.O.O.O.O.O
Net charge: 0
Gap between HOMO and LUMO: 9.88 eV
Relative energy (zero: lowest compared OMol25 entry of this formula, charge and spin): 61.38 kcal/mol

***

Computed, not measured: 6 unconnected molecules or ions with the total composition C4H20N2O6, with the ωB97M-V functional and the def2-TZVPD basis.

Each line ends with the Mulliken charge.
CARTESIAN COORDINATES (ANGSTROEM)
H -1.31604 1.09543 -2.22328  0.465
H -0.24497 2.50577 -0.92661  0.390
H 0.91201 -1.60898 3.06690  0.461
H -1.11878 -1.83371 1.72413  0.425
H -1.71250 2.85715 -1.15227  0.437
H -0.54000 1.77480 1.48994  0.474
N 1.48373 -0.76282 -0.20507  -0.160
H -0.64604 -0.22926 -1.91149  0.198
O 0.56296 -3.37542 -1.76610  -0.654
H -3.00561 1.19616 -0.47531  0.333
H 1.09973 -2.52801 0.73868  0.398
H 2.26822 2.03347 -1.53976  0.282
O -0.86514 2.74885 -1.63163  -0.798
H -2.61510 2.04580 0.74086  0.397
C 0.83817 -1.48727 0.90720  0.196
O -1.32207 1.89932 2.05573  -0.707
H 2.27756 -1.24942 -0.59315  0.269
H 2.42938 -1.14099 2.34132  0.368
H 0.24760 -2.46762 -1.70499  0.347
C 1.49441 0.58915 -0.34845  0.556
H -1.03627 -0.36921 0.78249  0.066
O 0.75945 1.35988 0.27371  -0.742
C -0.68581 -1.39671 0.82665  -0.869
H -1.07194 -1.94237 -0.02866  0.270
H 2.78660 0.45934 -1.94986  0.163
H -0.06540 -3.82923 -2.33795  0.303
H 1.15196 0.04317 2.41000  0.238
C 1.34536 -1.01710 2.26343  -1.490
O -3.11470 2.07873 -0.09619  -0.753
O -1.45265 0.12107 -2.30449  -0.680
H -1.22211 1.35727 2.84041  0.299
N 2.37801 1.07278 -1.26618  -0.481

HOMO energy: -0.3923 hartree
SMILES: CC(C)NC(N)=O.O.O.O.O.O
Net charge: 0
Gap between HOMO and LUMO: 10.97 eV
Relative energy (zero: lowest compared OMol25 entry of this formula, charge and spin): 0.00 kcal/mol

***

Computed, not measured: 6 unconnected molecules or ions with the total composition C4H20N2O6S, with the ωB97M-V functional and the def2-TZVPD basis.

Each line ends with the Mulliken charge.
CARTESIAN COORDINATES (ANGSTROEM)
H 0.10457 1.09285 0.02597  -0.280
H -2.70927 -1.10758 -1.70648  0.260
H -0.22063 2.41503 -0.99540  0.503
H -0.75629 -1.55885 -2.91793  0.228
N -2.55664 -1.71459 -0.85105  -0.419
H -0.28917 2.11432 1.98015  0.298
H -2.44664 0.88704 1.08349  0.317
O -1.11274 -1.84491 0.98726  -0.675
H 0.42707 -0.65237 3.66844  0.323
C 0.13525 1.43364 -1.05981  0.050
C -0.22868 -0.83483 -2.15609  -1.109
C -1.27411 -1.73911 -0.19125  0.335
H 2.01655 -1.63891 2.32999  0.319
H -1.33830 3.24059 1.92243  0.263
O 2.01470 -2.10095 1.52334  -0.616
H -0.01306 -0.68517 2.26649  0.367
H 0.79887 -0.78516 -2.48298  0.365
O -0.78378 2.75877 1.37797  -0.587
O 0.39521 -0.06268 2.88954  -0.631
H 1.19998 -2.44568 1.14518  0.320
N -0.19368 -1.68624 -1.01134  -0.005
O -3.33219 0.70157 1.28627  -0.616
H -3.37124 -1.85432 -0.17831  0.309
H -3.50168 1.12456 2.24355  0.314
H -1.90064 0.62904 -1.52490  0.345
O 3.80015 0.67841 0.92759  -0.640
H 0.74701 -1.56935 -0.56167  0.352
H -1.06104 1.03948 -2.93124  0.263
S 1.80988 1.51672 -1.81544  -0.284
H 3.15931 0.05516 1.35064  0.328
H 3.28353 1.06050 0.09254  0.297
H 1.75938 0.60038 -2.84865  0.124
C -0.87328 0.56280 -1.89506  -0.418

HOMO energy: -0.3514 hartree
SMILES: NC(=O)NCCCS.O.O.O.O.O
Net charge: 0
Gap between HOMO and LUMO: 9.80 eV
Relative energy (zero: lowest compared OMol25 entry of this formula, charge and spin): 56.57 kcal/mol

***

Computed, not measured: a molecular structure, C4H20NO9S, with the ωB97M-V functional and the def2-TZVPD basis.

Each line ends with the Mulliken charge.
CARTESIAN COORDINATES (ANGSTROEM)
H 1.21109 1.74189 -1.99119  0.253
H 0.53992 -0.77323 2.90185  0.273
H -0.41544 -0.13923 -2.42067  0.432
C 2.43055 0.18709 2.33213  -0.772
S 1.88795 1.34071 1.08587  -0.444
O -2.01276 2.46739 -0.65678  -0.683
C 1.42646 -0.96572 2.15369  -0.931
H 2.20610 0.38514 3.34627  0.360
H -3.33351 1.20778 -2.21103  0.332
N -0.60070 -0.52774 0.66865  0.488
O -3.13907 0.41866 -1.55181  -0.781
O -1.35701 -0.83336 2.75538  -0.663
O 3.56043 -0.20686 -1.96159  -0.671
H -2.59735 -0.56221 1.12222  0.316
O -0.87231 3.15553 1.86847  -0.687
C -1.60636 -0.58316 1.58254  -0.016
H -1.52547 2.50710 2.20284  0.355
H 0.54566 -3.52357 -0.45504  0.320
H 3.36375 -0.57837 -2.82741  0.306
O 0.77414 0.89783 -1.84185  -0.563
H -1.87815 -0.47006 -2.29905  0.439
H -0.44889 -2.56304 -0.70323  0.461
O -0.39665 -3.48129 -0.49392  -0.681
C 0.89749 -0.84823 0.71258  0.713
H 3.05295 -0.77854 -1.37066  0.343
H -2.24055 1.55550 -0.54002  0.418
H -3.78761 -0.27868 -1.82793  0.293
O 1.18861 -1.19987 -0.39546  -0.852
H -1.40233 2.75148 0.06676  0.359
H 3.39599 -0.10720 2.22328  0.383
H 1.40364 0.23898 -1.88532  0.296
O -1.11362 -0.82672 -2.68968  -0.747
H 1.93769 -1.85617 2.09078  0.365
H -0.31844 2.54358 1.30661  0.186
H -0.77619 -0.29542 -0.29728  -0.200

HOMO energy: -0.1348 hartree
Net charge: -1
Gap between HOMO and LUMO: 6.08 eV
Relative energy (zero: lowest compared OMol25 entry of this formula, charge and spin): 53.32 kcal/mol

***

no.,E (eV)
1,-4176.4329
2,-177018.9810
3,-17687.6562
4,-19739.7596
5,-30572.0974
6,-35225.5317